1.
Computed, not measured: a 2-piece molecular cluster, C2H8NOPS overall in a non-equilibrium geometry, with wB97M-V/def2-TZVPD.

Geometry as XYZ:
```
14
Properties=species:S:1:pos:R:3:forces:R:3
C 1.647 0.830 -0.554 -3.583 -1.431 -1.409
C -0.177 -0.424 -0.804 2.533 0.303 -1.058
N -1.097 1.096 1.260 -1.831 -3.926 -1.590
O -2.557 -0.575 0.099 -0.560 0.601 -0.456
P -0.215 -2.106 0.117 1.172 0.487 0.596
S -1.642 0.508 -0.331 0.475 -0.464 1.933
H 1.976 0.468 0.413 -0.086 0.218 -0.067
H 1.059 1.796 -0.597 1.398 -1.047 0.027
H 2.293 0.546 -1.427 -0.852 0.533 0.962
H -0.358 -0.618 -1.934 0.624 0.429 1.746
H -0.513 1.832 1.157 1.885 3.210 0.085
H -1.927 1.184 1.824 -0.041 0.465 0.110
H 0.617 -1.693 1.269 -0.683 -0.304 -0.921
H 0.893 -2.843 -0.491 -0.451 0.927 0.041
```
Forces are in eV/Å.

Properties
- Net charge: 0
- Relative energy (zero: lowest compared OMol25 entry of this formula, charge and spin): 6.8740 eV

***

2.
Computed, not measured: a 3-piece molecular cluster, C23H40F13N3O7 overall in a non-equilibrium geometry, with wB97M-V/def2-TZVPD.

Geometry as XYZ:
```
86
Properties=species:S:1:pos:R:3:forces:R:3
C 2.126 -3.717 -0.125 0.076 0.171 -0.191
C 2.004 -2.342 -0.758 -0.384 -0.231 -0.046
O 3.292 -1.726 -0.781 0.470 0.257 0.183
O 3.158 -0.333 -0.498 -0.563 -0.241 -0.252
C 2.624 0.325 -1.598 0.660 0.179 -0.637
O 2.749 -0.029 -2.741 -0.413 0.067 0.699
N 2.032 1.489 -1.142 -0.568 -0.981 -0.048
C 0.949 2.051 -1.954 0.087 0.538 0.014
C -0.445 1.901 -1.305 0.239 -0.057 -0.460
C -1.367 1.032 -2.140 -0.110 0.341 -0.275
F -0.760 -0.128 -2.517 -0.183 0.034 0.036
F -1.652 1.719 -3.288 0.126 -0.415 0.210
C -2.744 0.712 -1.441 -0.013 0.061 0.161
F -3.783 1.078 -2.217 0.270 -0.109 0.119
F -2.793 1.476 -0.315 -0.108 -0.121 -0.229
C -2.976 -0.760 -0.956 -0.107 -0.066 0.210
F -1.825 -1.243 -0.439 -0.250 0.057 -0.185
F -3.869 -0.682 0.059 0.231 -0.061 -0.125
C -3.650 -1.797 -1.935 -0.017 -0.029 0.032
F -4.928 -1.381 -2.064 0.224 -0.109 -0.018
F -3.649 -2.993 -1.300 -0.062 0.308 -0.046
C -3.147 -2.067 -3.389 -0.214 -0.147 -0.175
F -4.151 -2.756 -3.979 0.250 0.231 0.081
F -3.003 -0.904 -4.049 0.093 -0.135 0.246
C -1.841 -2.950 -3.540 -0.102 0.097 -0.012
F -1.216 -3.101 -2.372 0.083 0.162 0.050
F -2.168 -4.154 -3.989 0.005 -0.087 0.017
F -1.006 -2.389 -4.405 -0.016 0.071 0.030
H 1.130 -4.073 0.140 0.015 -0.041 -0.016
H 2.739 -3.676 0.773 -0.025 -0.081 0.016
H 2.558 -4.418 -0.838 0.096 -0.079 0.137
H 1.646 -2.425 -1.784 -0.104 0.119 -0.095
H 1.299 -1.727 -0.197 0.159 0.132 0.107
H 1.766 1.349 -0.176 0.170 0.352 0.110
H 0.968 1.606 -2.946 0.162 -0.148 0.016
H 1.141 3.114 -2.092 0.016 -0.008 -0.003
H -0.920 2.882 -1.290 -0.094 -0.056 0.285
H -0.370 1.518 -0.289 -0.081 0.004 0.040
C 8.415 -3.719 4.203 0.023 -0.076 0.001
O 7.890 -4.927 4.714 -0.042 0.113 -0.057
C 7.261 -4.802 5.984 0.053 -0.133 0.100
C 5.779 -5.083 5.876 -0.041 0.067 -0.149
N 5.104 -4.030 5.132 0.018 -0.122 -0.026
C 3.707 -4.308 4.819 0.059 0.147 -0.008
C 3.405 -5.469 3.879 -0.185 -0.033 0.058
O 3.857 -5.266 2.554 0.074 -0.008 0.010
C 5.187 -5.674 2.290 -0.063 0.044 -0.130
H 8.941 -3.961 3.281 -0.009 -0.016 -0.006
H 7.628 -2.990 3.978 0.016 0.034 0.042
H 9.125 -3.267 4.903 -0.003 0.031 -0.001
H 7.434 -3.807 6.404 -0.043 0.034 -0.027
H 7.715 -5.537 6.654 0.022 0.014 -0.006
H 5.352 -5.135 6.882 -0.022 -0.009 0.001
H 5.665 -6.072 5.410 0.015 -0.048 0.087
H 5.605 -3.870 4.267 0.008 0.036 -0.004
H 3.288 -3.403 4.370 -0.033 -0.010 0.004
H 3.169 -4.474 5.758 0.008 -0.026 0.015
H 2.317 -5.560 3.815 0.008 -0.011 -0.025
H 3.779 -6.425 4.264 0.086 0.032 0.007
H 5.475 -6.531 2.904 0.020 0.007 0.029
H 5.905 -4.865 2.448 0.034 -0.042 0.069
H 5.238 -5.963 1.240 -0.018 -0.008 0.002
C -5.845 8.544 -0.649 0.025 -0.028 0.070
O -5.651 7.253 -0.108 0.016 0.065 -0.118
C -6.646 6.307 -0.480 -0.048 -0.093 0.142
C -6.049 5.213 -1.336 0.113 0.088 -0.095
N -5.660 5.727 -2.642 0.057 -0.060 0.103
C -4.908 4.784 -3.462 -0.062 0.172 -0.048
C -3.531 4.358 -2.971 0.000 -0.175 -0.093
O -2.570 5.398 -2.958 0.009 0.022 0.098
C -2.524 6.175 -1.777 0.088 0.018 -0.091
H -5.079 9.191 -0.225 0.014 -0.012 0.005
H -5.748 8.552 -1.740 -0.056 0.010 -0.008
H -6.828 8.944 -0.380 -0.011 0.017 -0.024
H -7.470 6.799 -1.004 0.021 0.004 -0.057
H -7.044 5.864 0.437 -0.006 0.026 0.005
H -6.793 4.423 -1.475 0.010 -0.023 -0.009
H -5.203 4.784 -0.781 -0.063 -0.062 0.056
H -5.104 6.562 -2.511 -0.013 0.027 -0.018
H -4.780 5.237 -4.448 0.006 -0.030 -0.018
H -5.517 3.886 -3.603 0.003 -0.021 0.027
H -3.155 3.609 -3.669 0.019 0.015 -0.008
H -3.576 3.876 -1.985 -0.046 0.072 0.040
H -2.790 5.584 -0.895 -0.038 0.007 0.016
H -3.184 7.046 -1.829 -0.045 -0.026 0.067
H -1.502 6.537 -1.661 0.003 -0.009 -0.012
```
Forces are in eV/Å.

Properties
- SMILES string: CCOOC(=O)NCCC(F)(F)C(F)(F)C(F)(F)C(F)(F)C(F)(F)C(F)(F)F.COCCNCCOC.COCCNCCOC
- Net charge: 0
- Electronic energy: -2889.41311 hartree

***

3.
Computed, not measured: C4H10N2O2 in the gas phase in a non-equilibrium geometry, with wB97M-V/def2-TZVPD.

Geometry as XYZ:
```
18
Properties=species:S:1:pos:R:3:forces:R:3
O -1.981 0.956 -2.250 0.133 -0.071 -0.001
C -2.101 -0.237 -2.070 0.097 0.261 -0.176
N -1.177 -1.056 -1.525 0.035 -0.356 0.574
C 0.178 -0.639 -1.192 0.047 0.902 -0.491
C 0.277 0.531 -0.196 -1.120 -1.566 0.616
N 0.439 0.019 1.161 0.685 0.086 0.128
C 0.936 0.853 2.202 1.216 -1.076 -0.043
O 2.155 0.323 2.794 0.192 -0.204 -0.357
H -3.003 -0.780 -2.364 -0.324 -0.144 -0.012
H -1.418 -2.031 -1.511 0.094 -0.066 0.089
H 0.781 -1.452 -0.813 -0.189 -0.441 0.047
H 0.622 -0.321 -2.130 0.294 0.160 -0.192
H -0.642 1.105 -0.287 0.263 0.531 -0.217
H 1.164 1.073 -0.436 0.417 0.717 -0.168
H -0.209 -0.668 1.508 -0.316 0.083 -0.383
H 1.176 1.861 1.871 -0.350 0.118 -0.183
H 0.274 0.821 3.035 -0.759 0.576 0.636
H 2.527 -0.357 2.204 -0.414 0.489 0.132
```
Forces are in eV/Å.

Properties
- SMILES string: O=CNCCNCO
- Net charge: 0
- Relative energy (zero: lowest compared OMol25 entry of this formula, charge and spin): 2.0304 eV

***

Look up the net charge of the first one.
0